11
Properties=species:S:1:pos:R:3:forces:R:3 method="wB97M-V/def2-TZVPD" s2=0.75 e_above_lowest_kcal_mol=0.0 max_force_ha_per_bohr=0.040 energy_ha=-417.632715 multiplicity=2 total_charge=-1 e_lumo_ev="3.53 / 3.19"
H 3.355698 1.667148 0.571253 -0.1 -0.3 0.0
O 2.334521 -0.329171 0.605799 0.7 -0.2 0.0
H -0.364170 -1.955748 -0.541314 -0.1 0.5 0.0
C 1.847960 0.647846 0.011926 -1.9 -0.7 0.1
H -1.384065 -0.822272 -1.639945 0.3 0.2 0.4
O -2.670730 0.204963 0.547460 -0.4 0.5 0.1
O 2.534853 1.840631 0.096982 0.8 1.1 -0.1
C -1.099522 -1.155921 -0.633400 -1.4 -0.7 0.8
C -1.909650 -0.882855 0.406349 1.1 -0.4 -1.0
H -3.397697 0.046905 1.161966 0.2 -0.2 -0.1
O 0.752803 0.738475 -0.587074 0.8 0.2 -0.1



12
Properties=species:S:1:pos:R:3:forces:R:3 method="wB97M-V/def2-TZVPD" s2=12.01 e_above_lowest_kcal_mol=21.4 max_force_ha_per_bohr=0.102 energy_ha=-1074.941446 multiplicity=7 total_charge=+2 e_lumo_ev="-9.73 / -9.53"
O 1.129163 0.577685 -0.332813 0.2 -0.2 1.3
C 0.034530 0.360335 -0.838635 -0.2 -1.5 -5.0
Sm 2.475841 1.973597 1.295162 -0.8 -0.7 -0.8
H -3.605899 0.893790 0.350120 0.1 1.0 0.2
O -1.652103 0.866789 0.968511 -1.7 1.2 -0.8
C -2.543330 1.108074 0.133786 1.6 -3.7 1.6
O -0.719738 1.334580 -1.298385 0.8 -0.3 1.2
H -1.990944 -0.213569 -1.675124 -1.8 3.4 1.2
H 0.231323 -1.615934 -1.297801 0.1 -0.3 0.0
O -0.286987 -0.886838 -1.662085 1.3 3.4 3.5
C -2.109584 0.997110 -1.275684 0.2 -2.0 -2.4
H -2.633860 1.671833 -1.958321 0.1 -0.4 -0.1